Record 1
78
Properties=species:S:1:pos:R:3:forces:R:3 method="wB97M-V/def2-TZVPD" homo_lumo_gap_ev="5.645 / 3.449" total_charge=+2 energy_ev=-50669.578 lumo_ev="-6.4 / -10.6" s_squared=6.021 homo_energy_ha="-0.444 / -0.515" relative_energy_kj_mol=562.50 multiplicity=5
Pt -0.0263 0.0372 -0.0237 -2.1 1.9 -2.2
C 0.1800 -2.1840 0.6601 1.7 0.6 1.3
C 1.2885 -1.9446 -0.2797 0.2 0.0 2.4
C 1.6436 -0.4892 1.5196 0.0 -1.6 1.2
C 0.4522 -1.3630 1.8480 1.4 -2.3 -1.1
C 2.1548 -0.8638 0.2485 0.0 -1.4 1.0
C -0.7191 -3.3944 0.6459 -0.3 -0.8 -0.1
H -1.0221 -3.7159 -0.3734 0.3 0.3 0.5
H -1.6581 -3.2760 1.2224 0.6 0.2 -0.3
H -0.2028 -4.2862 1.0987 -0.3 0.9 -0.4
C -0.1845 -1.5604 3.1613 -0.7 1.4 0.9
H -1.0682 -2.1586 3.1852 -0.2 -0.9 -0.2
H -0.5937 -0.5367 3.6208 1.1 -4.0 -0.1
H 0.5149 -1.8392 3.9040 0.9 -0.8 0.7
C 2.2571 0.4436 2.5288 1.1 0.1 0.3
H 3.0815 -0.0866 3.0738 -0.5 0.3 -0.5
H 1.5815 0.8163 3.3153 0.3 -0.5 -0.5
H 2.7299 1.3461 2.0828 -0.3 -0.7 0.0
C 3.6132 -0.6376 -0.0186 1.4 0.0 -0.6
H 4.2028 -1.4167 0.5278 -0.5 0.4 -0.3
H 4.0035 0.3239 0.3746 -0.5 -0.5 -0.2
H 3.9921 -0.7022 -1.0687 -0.7 0.0 0.6
C 1.7507 -3.0708 -1.0900 0.6 -1.6 -1.3
H 2.1146 -3.8823 -0.4013 -0.3 0.7 -0.3
H 2.6258 -2.8832 -1.7393 -0.5 0.2 0.2
H 0.9698 -3.5868 -1.7007 0.4 0.5 0.4
C -0.7665 -0.1656 -3.7127 -0.3 3.9 0.6
C -0.5526 -1.4387 -3.5246 0.7 -3.6 2.1
C -0.0984 -2.3780 -4.5922 -0.8 -0.9 -0.7
C 1.3851 -2.1562 -4.9297 0.5 -1.2 -0.8
C 2.0257 -1.0712 -4.1447 1.6 -2.2 0.6
C 1.7960 0.2369 -4.4113 0.4 2.6 -0.6
C 0.8431 0.6854 -5.4482 0.0 1.0 -1.1
C -0.6278 0.5147 -5.0382 -1.0 0.5 -0.8
H -0.7195 -2.2347 -5.4929 0.2 0.0 0.2
H 1.4524 -1.9077 -6.0073 0.1 0.2 0.4
H -0.2900 -3.4371 -4.2957 0.3 0.9 -0.1
H -1.1723 -0.0550 -5.8067 0.2 0.1 0.2
H -1.0170 0.5966 -2.9214 0.1 -1.4 -0.3
H -0.6359 -1.9910 -2.5348 -0.2 1.4 -0.9
H -1.1401 1.5042 -5.0153 0.5 -0.7 0.1
H 1.0692 1.7279 -5.7638 -0.2 -0.6 0.5
H 2.5012 1.0128 -4.0337 -0.6 -0.8 0.1
H 1.0125 0.1188 -6.3821 0.2 -0.1 0.4
H 1.9650 -3.1038 -4.8904 -0.4 0.6 0.4
H 2.9280 -1.3267 -3.5201 -1.2 0.3 -0.4
P -2.4465 -0.1555 0.1577 -2.3 -0.1 0.6
C -3.0944 -0.6207 1.8260 -0.2 -0.3 0.7
H -4.1976 -0.5154 1.8300 0.6 0.0 -0.3
H -2.7266 -0.0096 2.6593 -0.1 -0.2 -0.4
H -2.8968 -1.6820 2.0686 0.0 0.5 -0.2
C -3.4844 1.3381 -0.1136 -0.4 0.5 -0.3
H -4.5416 1.1230 0.1740 0.8 0.0 -0.2
H -3.5050 1.6443 -1.1743 0.2 -0.2 0.4
H -3.1576 2.2027 0.4816 0.1 -0.3 -0.1
C -3.4773 -1.3774 -0.7418 -0.5 -0.5 -0.6
H -3.5603 -1.1559 -1.8156 0.2 0.0 0.2
H -4.5220 -1.3608 -0.3425 0.9 0.1 -0.2
H -3.1164 -2.4142 -0.6300 0.0 0.5 0.0
P 0.7750 2.1878 -0.6286 0.9 3.2 1.3
C 2.6098 2.4975 -0.7502 0.8 0.1 -0.8
H 2.7875 3.4259 -1.3387 -0.2 -0.6 0.3
H 3.2077 1.7048 -1.1929 -0.2 -0.1 -0.3
H 3.0736 2.6761 0.2502 -0.8 -0.2 -0.6
C -0.0832 3.3600 -1.7766 0.1 0.4 -1.3
H 0.2569 3.2662 -2.8214 -0.3 -0.2 0.2
H 0.1238 4.4278 -1.5232 0.0 -1.0 0.1
H -1.1811 3.2507 -1.7529 0.5 -0.2 0.1
C 0.7739 3.5320 0.6744 -0.2 0.3 0.7
H 1.3462 4.4283 0.3118 -0.4 -1.0 0.0
H 1.2578 3.2221 1.6018 -0.2 -0.1 0.0
H -0.2290 3.8962 0.8921 -0.1 -0.2 0.2
B -0.8987 1.1360 4.6149 0.0 -0.2 0.9
C -0.6146 0.7941 3.0810 -0.8 3.0 0.1
N -0.4537 0.6016 1.9538 -1.3 4.0 -0.4
H 0.0159 0.7636 5.3572 -0.2 -0.1 -0.7
H -1.9345 0.6014 5.0180 0.3 -0.1 -0.6
H -1.0152 2.3052 4.7325 0.0 0.7 -0.3

***

Record 2
41
Properties=species:S:1:pos:R:3:forces:R:3 method="wB97M-V/def2-TZVPD" homo_lumo_gap_ev="4.934 / 4.933" total_charge=+1 energy_ev=-285550.896 lumo_ev="-5.5 / -5.5" homo_energy_ha="-0.384 / -0.384" multiplicity=1
Pd 0.0294 -0.3681 0.2950 0.3 -1.0 0.7
C 3.9184 -0.0096 0.3631 -0.4 0.1 0.3
As 2.2265 0.3344 -0.5774 0.4 -1.0 -0.7
C 2.5829 2.1339 -1.2792 -0.5 0.0 0.2
C 2.4751 -0.8933 -2.0876 -0.2 0.0 0.1
C 3.3428 -0.5721 -3.1282 0.0 0.2 0.2
C 3.5610 -1.4618 -4.1651 0.0 0.0 0.0
C 2.9397 -2.6998 -4.1547 0.1 0.0 0.0
C 2.0923 -3.0376 -3.1139 -0.1 -0.2 0.2
C 1.8340 -2.1364 -2.0850 -0.1 0.2 0.2
As 0.5799 -2.6241 -0.6511 0.3 0.3 -0.5
C 1.5514 -4.0822 0.2319 -0.2 0.3 0.4
C -0.8523 -3.5915 -1.5657 -0.2 0.3 0.2
H 4.7446 0.0503 -0.3513 -0.3 0.0 0.0
H 3.8975 -1.0059 0.8101 0.0 0.1 -0.1
H 4.0623 0.7326 1.1513 0.0 -0.1 -0.1
H 3.5820 2.1906 -1.7135 -0.1 -0.3 0.1
H 2.5371 2.8340 -0.4398 0.0 -0.1 -0.1
H 1.8458 2.4226 -2.0310 0.0 -0.1 0.1
H 3.8555 0.3830 -3.1282 0.0 0.0 -0.1
H 4.2261 -1.1937 -4.9718 0.0 0.0 -0.1
H 3.1225 -3.4038 -4.9534 0.0 0.0 0.0
H 1.6397 -4.0232 -3.1024 0.0 0.1 -0.1
H 1.7915 -4.8509 -0.5059 -0.1 0.2 -0.1
H 0.9192 -4.5119 1.0120 0.1 0.1 -0.1
H 2.4725 -3.7087 0.6833 -0.1 0.0 -0.1
H -0.4382 -4.2903 -2.2940 0.1 0.1 0.1
H -1.5100 -2.8845 -2.0781 0.1 -0.1 0.1
H -1.4365 -4.1494 -0.8287 0.0 0.1 -0.1
Br -0.0854 1.9243 1.7681 -0.3 0.1 -0.5
C -1.2774 2.6039 0.3729 -0.1 0.0 -0.2
Br -1.2184 1.4778 -1.2285 -0.3 0.9 0.1
H -0.9616 3.6067 0.0939 0.0 -0.2 0.1
H -2.2953 2.5899 0.7531 0.2 -0.1 0.0
N -1.8506 -0.9481 1.1925 1.8 -0.1 -0.4
C -2.9014 -1.4161 1.0071 -0.5 0.0 -0.4
C -4.1342 -1.9713 0.7810 0.6 0.3 0.2
C -5.3026 -1.2767 1.1107 -0.4 0.5 0.1
N -6.2506 -0.6843 1.3747 -0.3 0.2 0.1
C -4.1909 -3.2287 0.1715 0.2 -0.4 0.0
N -4.1802 -4.2536 -0.3476 0.1 -0.5 -0.3

***

Record 3
100
Properties=species:S:1:pos:R:3:forces:R:3 method="wB97M-V/def2-TZVPD" homo_lumo_gap_ev=3.232 total_charge=-2 energy_ev=-143141.763 lumo_ev=3.5 homo_energy_ha=0.009 relative_energy_kj_mol=0.00 multiplicity=1
Cs -0.3443 -0.7258 -0.4876 0.0 0.4 1.2
C -0.8185 2.1861 1.6338 -0.9 0.6 0.1
Si -2.0465 3.4143 1.0789 2.9 -1.2 -0.2
C -3.0831 2.9536 -0.4458 0.2 -0.2 -0.3
N -2.3958 2.0184 -1.3731 -1.6 0.9 -0.4
C -3.3935 1.3716 -2.2550 1.1 -1.2 0.7
C -3.8588 2.1003 -3.5396 -0.2 -0.3 0.1
C -3.1718 3.4649 -3.7785 0.0 0.1 -0.3
C -1.6978 3.5618 -3.3375 0.4 -0.6 0.4
C -1.3024 2.6336 -2.1510 0.4 -1.3 0.5
C -3.3877 4.0498 2.2176 -0.7 -0.1 0.5
C -4.4849 3.2112 2.5473 0.2 0.8 -0.3
C -5.6000 3.7048 3.2061 -0.7 -0.6 0.3
C -5.6409 5.0335 3.5922 0.0 0.5 0.1
C -4.5438 5.8229 3.3484 1.0 1.3 0.0
C -3.3992 5.3691 2.6933 -0.9 -1.0 0.0
C -1.0959 5.0025 0.5346 -0.5 0.3 0.7
C -0.1339 5.4413 1.4714 0.2 0.2 -1.1
C 0.5296 6.6379 1.2623 0.3 0.2 0.6
C 0.2346 7.4550 0.1788 0.3 0.4 0.7
C -0.6869 7.0383 -0.7317 -1.2 -0.2 -1.2
C -1.4009 5.8477 -0.5523 1.2 -0.2 1.0
H -1.0569 1.3508 2.3061 -0.2 0.3 -0.3
H 0.2717 2.3245 1.6563 -0.4 0.4 -0.2
H -3.4895 3.8380 -0.9671 -0.1 0.1 0.0
H -3.9581 2.4462 -0.0208 0.0 -0.1 -0.2
H -4.2306 1.0378 -1.5882 0.5 0.4 -0.7
H -2.8607 0.4471 -2.5394 -0.4 0.0 -0.3
H -4.9525 2.2022 -3.4773 0.2 0.4 -0.1
H -3.7193 1.4186 -4.4021 0.2 0.4 0.3
H -3.7715 4.2556 -3.3165 0.1 -0.1 0.2
H -3.1884 3.6974 -4.8502 -0.2 -0.1 0.0
H -1.4186 4.5800 -3.0597 -0.3 0.1 -0.2
H -1.0296 3.2859 -4.1703 -0.3 0.1 0.1
H -0.6935 3.1553 -1.3952 -0.1 -0.1 -0.4
H -0.6838 1.7597 -2.5262 -0.7 1.2 0.3
H -4.5053 2.1871 2.2021 0.1 -0.1 0.0
H -6.4729 3.0587 3.3995 0.5 0.2 -0.1
H -6.4724 5.5620 4.0538 -0.2 -0.6 0.0
H -4.5706 6.8789 3.6440 -0.1 -0.3 0.0
H -2.5420 6.0034 2.5243 -0.1 0.2 -0.1
H 0.1277 4.8284 2.3286 -0.2 -0.1 -0.1
H 1.2845 6.9389 1.9826 0.0 0.2 0.0
H 0.5913 8.4778 0.1163 0.5 -0.2 -0.1
H -0.8747 7.6624 -1.6144 -0.1 -0.2 0.3
H -2.1736 5.5731 -1.2378 -0.3 -0.1 -0.4
C 2.9370 -5.1344 6.5406 -0.2 -0.1 -0.2
C 4.0274 -4.1973 5.9867 -1.0 0.7 -0.4
C 5.3485 -4.9242 5.7771 0.9 0.3 -0.1
C 5.3207 -6.0094 4.6627 0.3 0.1 0.5
C 4.6722 -5.3936 3.4356 -0.6 0.3 -1.2
C 4.8913 -5.9455 2.1561 0.1 0.0 1.3
C 4.3130 -5.4013 1.0218 -0.4 -0.2 -0.1
F 4.4089 -6.0508 -0.1836 0.4 0.1 0.4
C 3.5583 -4.2636 1.0856 0.8 -0.4 -0.1
C 3.3705 -3.6418 2.3067 -0.1 -0.1 0.3
C 2.5400 -2.4115 2.2647 -1.0 0.5 -1.2
O 2.2394 -1.9788 1.1262 0.9 -0.5 2.5
C 2.1111 -1.9413 3.6152 1.1 -0.9 -0.9
C 2.7439 -2.5092 4.7055 -1.3 1.2 -0.4
N 3.5650 -3.5922 4.7003 0.9 -0.7 0.0
C 3.8531 -4.2173 3.4918 0.7 -0.6 0.4
C 0.9709 -0.9527 3.6565 -2.3 2.2 0.0
O 0.6421 -0.4191 4.7591 1.1 -1.1 -0.4
O 0.3760 -0.7417 2.5535 1.0 -0.9 1.4
H 3.3151 -5.6467 7.4181 0.2 -0.1 0.3
H 2.6801 -5.9162 5.7981 0.0 0.5 0.3
H 2.0165 -4.6120 6.8567 0.4 -0.1 -0.4
H 4.1515 -3.3254 6.6788 0.1 -0.8 -0.5
H 5.6793 -5.2997 6.7627 -0.1 -0.1 -0.5
H 6.1119 -4.1699 5.4582 -0.6 -0.5 0.3
H 4.8740 -6.9774 5.0017 -0.2 0.9 -0.3
H 6.3697 -6.2977 4.4224 -0.6 0.3 0.1
H 5.5350 -6.8138 2.1382 0.0 -0.2 -0.4
H 3.1754 -3.7849 0.2082 -0.4 0.1 -0.3
H 2.5695 -2.0842 5.7001 -0.3 -0.1 -0.4
C 2.7776 -4.9539 -3.4616 -1.2 0.7 0.7
N 1.3498 -4.5819 -3.2171 -0.2 0.3 -0.5
C 0.2285 -4.8836 -4.1866 0.4 0.2 1.3
C 1.0272 -4.0650 -2.0162 -0.6 0.0 0.2
N 0.6503 -3.6411 -0.9945 0.7 -0.8 -1.2
H 3.0019 -5.9166 -2.9841 0.2 0.1 -0.3
H 3.3696 -4.1524 -2.9948 0.1 -0.4 -0.2
H 2.9717 -4.9517 -4.5350 -0.1 -0.2 0.1
H -0.1018 -5.9168 -4.0327 0.1 0.0 -0.3
H 0.5330 -4.6970 -5.2227 0.1 -0.1 0.3
H -0.6329 -4.2394 -3.9357 0.6 0.0 -0.1
Br 0.1600 2.1759 -8.0231 0.2 1.0 -0.8
C -0.6802 0.7988 -7.1309 -0.4 -2.3 1.3
C -1.5368 -0.1398 -7.7879 0.8 0.9 0.6
N -1.9147 -1.2599 -7.1781 -0.4 -0.1 -1.2
C -1.5431 -1.5297 -5.9378 0.4 1.4 0.7
C -0.7850 -0.6277 -5.1691 -0.7 0.7 -2.2
C -0.2810 0.5612 -5.7927 -1.3 -1.7 -1.1
C -0.6007 -0.8560 -3.7360 2.6 0.2 2.9
O -1.0141 -1.9056 -3.1488 -0.1 1.1 -1.5
O 0.1288 0.0660 -3.2002 -1.1 -1.6 -0.8
H -1.8910 0.0438 -8.8273 0.3 -0.2 0.9
H -1.9051 -2.4355 -5.4592 0.1 0.1 -0.2
H 0.4324 1.1982 -5.2943 -0.2 0.1 0.3

***

Record 4
54
Properties=species:S:1:pos:R:3:forces:R:3 method="wB97M-V/def2-TZVPD" homo_lumo_gap_ev=6.167 total_charge=+2 energy_ev=-46784.973 lumo_ev=-9.1 homo_energy_ha=-0.561 relative_energy_kj_mol=133.96 multiplicity=1
Pt 0.8595 0.0067 0.3404 0.0 -0.1 0.1
C 0.7973 -1.0090 -1.3840 0.0 0.6 0.1
Si -0.8024 -1.1962 -2.3142 1.2 -1.6 0.1
C -2.1250 0.8155 -2.1919 -0.9 1.3 -0.3
N -2.4068 1.0425 -0.9588 -0.6 0.0 -0.1
C -1.9237 2.2123 -0.2350 0.2 0.0 0.2
C -3.0106 3.3026 -0.4706 0.2 -0.1 0.1
C -4.4297 2.7134 -0.4270 0.0 0.0 0.1
C -4.4276 1.4203 0.3835 0.1 -0.1 -0.1
C -3.5490 0.3704 -0.3207 -0.1 -0.1 0.3
C -0.4600 -1.1408 -4.1019 -0.4 0.5 -0.1
C -0.7469 -2.2898 -4.8559 -0.1 0.1 0.0
C -0.3700 -2.3526 -6.1894 0.0 0.0 0.0
C 0.2639 -1.2725 -6.7840 0.0 0.0 0.0
C 0.5412 -0.1203 -6.0512 0.0 0.0 0.0
C 0.1829 -0.0553 -4.7195 0.1 0.0 0.0
C -2.0276 -2.4075 -1.7559 -0.3 0.3 0.1
C -3.2517 -2.5305 -2.4390 0.0 -0.1 -0.1
C -4.1899 -3.4616 -2.0380 0.0 0.0 0.0
C -3.9183 -4.2819 -0.9455 0.0 0.0 0.0
C -2.7162 -4.1732 -0.2583 0.0 0.0 0.0
C -1.7758 -3.2371 -0.6522 0.0 0.1 0.1
H 1.5447 -0.6100 -2.0669 0.0 -0.2 -0.1
H 1.0755 -2.0383 -1.1123 0.0 0.0 0.0
H -2.9147 0.3467 -2.7727 0.4 -0.6 0.0
H -1.4485 1.4896 -2.7121 0.3 -0.2 0.2
H -0.9456 2.5063 -0.6092 0.0 0.0 0.0
H -1.8601 1.9546 0.8202 0.1 -0.1 0.0
H -2.8055 3.8035 -1.4164 0.0 0.0 0.0
H -2.8569 4.0248 0.3317 0.0 0.0 0.0
H -4.8012 2.5214 -1.4369 0.0 0.0 0.0
H -5.1129 3.4341 0.0182 0.0 0.0 0.0
H -5.4189 0.9829 0.4895 0.0 0.1 0.0
H -4.0546 1.6042 1.3920 0.0 0.0 0.0
H -4.0774 -0.1917 -1.0873 0.0 0.1 0.0
H -3.1379 -0.3345 0.4042 0.1 0.0 0.0
H -1.2488 -3.1353 -4.4021 0.0 0.0 0.0
H -0.5773 -3.2448 -6.7646 0.0 0.0 0.0
H 0.5452 -1.3234 -7.8276 0.0 0.0 0.0
H 1.0392 0.7155 -6.5237 0.0 0.0 0.0
H 0.4197 0.8448 -4.1588 0.0 0.0 0.0
H -3.4586 -1.9205 -3.3149 0.0 0.0 0.0
H -5.1251 -3.5604 -2.5724 0.0 0.0 0.0
H -4.6488 -5.0172 -0.6346 0.0 0.0 0.0
H -2.5168 -4.8113 0.5920 0.0 0.0 0.0
H -0.8488 -3.1546 -0.0985 0.0 0.0 0.0
N 3.6352 1.0800 -0.3006 0.1 0.0 -0.1
C 2.5867 0.6727 -0.0603 -0.1 0.0 0.1
H 4.5757 1.3752 -0.4875 0.0 0.0 0.0
F -2.9800 -1.3768 2.3344 0.1 0.0 0.1
B -1.7459 -1.2221 2.8121 0.0 0.1 -0.2
F -0.9461 -0.6882 0.7548 -0.1 0.1 -0.1
F -0.9616 -2.2673 2.9598 0.0 0.0 0.0
F -1.3878 -0.0323 3.2725 0.0 0.0 0.0

***

Record 5
35
Properties=species:S:1:pos:R:3:forces:R:3 method="wB97M-V/def2-TZVPD" homo_lumo_gap_ev=6.603 total_charge=+2 energy_ev=-95763.277 lumo_ev=-7.7 homo_energy_ha=-0.524 relative_energy_kj_mol=0.00 multiplicity=1
Zr 1.8573 1.3528 -0.4461 -0.3 -0.2 -0.3
N 1.5563 1.3724 1.8665 0.0 0.0 0.0
C 0.8363 0.1586 2.3737 0.0 0.0 0.0
C 1.3585 -1.0564 1.6378 0.0 0.1 0.1
N 1.1855 -0.8240 0.1763 0.0 0.0 0.1
H 2.4711 1.4316 2.3159 0.0 0.0 0.0
H 1.0642 2.2112 2.1780 0.0 0.0 0.0
H -0.2252 0.2956 2.1649 0.0 0.0 0.0
H 0.9640 0.0572 3.4503 0.0 0.0 0.0
H 0.8298 -1.9529 1.9602 0.0 0.0 0.0
H 2.4206 -1.2076 1.8415 0.0 0.0 0.0
H 0.2051 -0.9983 -0.0682 0.0 0.0 0.0
H 1.7105 -1.5231 -0.3469 0.0 0.0 0.0
S -3.4596 0.8288 -3.2367 0.0 0.0 0.0
C -2.0988 1.3673 -2.5732 0.0 0.0 -0.1
S -1.2159 2.8179 -3.1198 0.0 0.1 0.0
C -0.0976 2.6266 -1.8506 0.1 -0.1 0.0
N -0.2949 1.5649 -1.0965 -0.1 -0.1 0.0
N -1.3870 0.8376 -1.5193 0.0 0.1 0.0
C -1.8818 -0.2238 -0.6949 0.0 0.0 0.0
C -1.7712 -1.5301 -1.1519 0.0 0.0 0.0
C -2.2432 -2.5627 -0.3513 0.0 0.0 0.0
C -2.8202 -2.2803 0.8802 0.0 0.1 0.0
C -2.9404 -0.9645 1.3143 0.0 0.0 0.0
C -2.4764 0.0768 0.5225 0.0 0.0 0.0
S 1.3318 3.5495 -1.4790 0.0 0.0 0.1
H -1.3525 -1.7210 -2.1334 0.0 0.0 0.0
H -2.1804 -3.5844 -0.7007 0.0 0.0 0.0
H -3.2017 -3.0854 1.4932 0.0 0.0 0.0
H -3.4231 -0.7477 2.2580 0.0 0.0 0.0
H -2.6025 1.1076 0.8327 0.0 0.0 0.0
Cl 2.6947 0.1244 -2.3893 0.0 0.0 -0.1
Si 5.1148 1.0787 -2.3844 -0.1 0.1 -0.1
Cl 4.1225 2.0157 -0.0171 0.3 0.1 0.1
Cl 5.9497 -0.6131 -1.7066 0.1 -0.1 0.1

***

Record 6
61
Properties=species:S:1:pos:R:3:forces:R:3 method="wB97M-V/def2-TZVPD" homo_lumo_gap_ev=1.117 total_charge=+2 energy_ev=-304569.324 lumo_ev=-8.3 homo_energy_ha=-0.346 multiplicity=1
O 5.1885 0.4472 2.6149 -4.4 2.6 -3.1
S 3.9453 1.1582 1.9702 3.1 -3.9 3.8
O 3.2793 0.1811 0.7428 2.3 2.6 -0.6
C 3.8021 0.5156 -0.5907 0.2 -1.1 -2.9
C 2.8018 1.5229 -1.4605 0.7 0.6 0.3
C 1.6871 2.3004 -0.5440 -1.2 -0.1 -0.6
C 0.3671 1.4137 -0.1488 -3.7 -1.8 1.2
C 0.2205 -0.2173 -0.2207 -3.2 2.7 1.2
C -1.2423 -0.9125 0.1862 -0.3 3.3 0.2
C -2.5612 -0.0352 0.6725 3.8 2.3 -0.8
C -2.3981 1.5940 0.7852 3.7 -2.4 -1.3
C -0.9608 2.2681 0.3761 -0.3 -3.2 0.0
O 4.5964 2.6291 1.3423 0.6 -2.7 -2.9
N 4.6397 3.5312 2.3693 -6.3 2.8 3.3
C 3.3187 3.7273 2.7777 2.3 1.0 -1.7
S 1.8746 4.5884 3.1909 2.9 -0.9 -0.1
H 3.8303 -0.4964 -1.2236 0.0 2.1 1.7
H 4.9204 0.9044 -0.5892 -2.4 -0.7 0.4
H 3.5159 2.3561 -1.9074 -1.5 -2.1 1.0
H 2.3355 0.9716 -2.4047 0.7 1.1 2.4
H 1.2917 3.2100 -1.2062 0.7 -1.9 1.4
H 2.1023 2.7788 0.4448 -0.4 -1.0 -1.9
H 1.1355 -0.8761 -0.5548 -2.2 1.4 0.8
H -1.4006 -2.0902 0.1139 0.6 2.9 0.2
H -3.6108 -0.5169 0.9521 2.7 1.0 -0.7
H -3.2558 2.3033 1.1491 1.8 -1.6 -0.8
H -0.8679 3.4452 0.4524 -0.3 -2.6 -0.3
O -0.5525 3.9133 5.7033 -0.7 -1.4 -1.0
H 0.1310 4.5279 5.5073 1.0 1.0 -0.1
Na 0.0892 2.4309 3.0812 -0.6 -0.1 0.7
Li 1.2892 6.1009 1.4012 0.0 -0.3 0.3
C -4.3792 2.9803 -1.5589 0.6 0.7 0.3
O -3.6207 3.8006 -1.0653 0.5 0.5 0.3
O -4.0724 2.1620 -2.4335 0.2 -0.9 -0.9
O -5.5708 2.8415 -1.2601 -1.2 -0.3 0.3
Na 6.5291 4.7746 2.2376 0.1 -0.2 0.3
C 4.3777 6.2764 -1.8493 -0.7 -0.2 -0.5
Br 3.8575 6.6638 -0.0153 0.4 0.0 -0.2
Br 6.3014 6.4178 -2.1014 0.1 -0.7 1.8
Br 3.6937 4.5565 -2.4479 0.5 1.1 0.2
H 3.9153 7.0418 -2.4813 0.1 -0.2 0.4
K 5.9292 7.4644 -4.6108 -0.1 0.7 -1.9
C -2.5085 -4.3007 -1.0558 0.1 -0.1 0.2
C -3.9739 -4.0383 -0.7664 -0.1 0.3 -0.4
O -4.7956 -5.1898 -0.9247 0.7 -1.0 0.0
C -4.8799 -6.1532 0.1615 -1.1 2.9 0.8
O -5.1925 -5.5490 1.3031 0.8 -1.7 -0.9
C -3.6167 -7.0970 0.2713 0.6 0.6 -0.9
F -3.1592 -7.4424 -0.9674 -0.2 0.1 1.0
F -3.9225 -8.2760 0.8853 0.2 0.4 0.0
F -2.5604 -6.5728 0.9385 -0.6 -0.6 -0.2
H -2.3851 -4.9770 -1.9071 0.0 0.2 0.1
H -1.9889 -3.3613 -1.2690 -0.1 -0.1 -0.2
H -2.0105 -4.7487 -0.1953 -0.1 0.1 -0.1
H -4.3306 -3.3245 -1.5186 -0.2 -0.2 0.1
H -4.1109 -3.5462 0.2017 -0.1 -0.3 0.1
H -5.6275 -6.8496 -0.2471 -0.3 -0.2 0.1
O 0.0279 -5.6899 -1.2490 0.4 -0.4 0.3
H 0.8381 -6.2086 -1.3648 -0.3 0.2 0.0
H -0.3486 -6.0253 -0.4216 0.1 0.1 -0.3
Be -1.9275 -9.3046 0.7282 0.1 -0.2 0.0